Record 1
{
  "formula": "C53H38BrF5NO8P2",
  "method": "the ωB97M-V functional and the def2-TZVPD basis",
  "e_homo_ha": -0.4116,
  "homo_lumo_gap_ev": 7.004,
  "lumo_energy_ev": -4.20,
  "total_charge": 1,
  "species": ["N", "C", "C", "O", "C", "P", "P", "O", "Br", "C", "F", "F", "C", "C", "C", "C", "C", "C", "F", "F", "F", "C", "H", "H", "H", "H", "H", "H", "H", "H", "H", "H", "H", "H", "H", "H", "C", "C", "C", "C", "C", "C", "C", "O", "C", "C", "C", "C", "C", "C", "C", "O", "H", "H", "H", "H", "H", "H", "H", "H", "C", "C", "C", "C", "C", "C", "C", "O", "C", "C", "C", "C", "C", "C", "C", "O", "H", "H", "H", "H", "H", "H", "H", "H", "C", "C", "C", "C", "C", "C", "C", "O", "C", "C", "C", "C", "C", "C", "C", "O", "H", "H", "H", "H", "H", "H", "H", "H"],
  "xyz": [[-0.5311, 0.7612, 0.4888], [-0.9375, -0.6707, 0.5567], [-0.2404, -1.4675, -0.6381], [-1.1586, -2.5093, -0.9942], [1.1050, -2.0460, -0.0347], [2.2799, -2.7850, -1.2760], [3.9196, -3.7383, -0.0869], [5.3972, -3.4540, -0.8164], [3.8910, -2.6930, 1.9165], [2.9056, -1.4844, -2.5077], [4.0381, -1.8926, -3.1956], [1.8878, -1.3333, -3.4703], [3.0690, -0.1168, -1.7973], [4.0219, -0.0286, -0.6927], [4.2652, 1.1777, 0.1044], [3.5169, 2.3813, -0.2717], [2.5676, 2.3232, -1.4088], [1.8189, 3.6752, -1.7193], [0.8226, 3.8929, -0.8088], [1.3768, 3.6272, -3.0103], [2.7515, 4.6857, -1.5677], [2.3141, 1.0993, -2.1747], [-1.1103, 1.3063, 1.1322], [-0.7795, 1.0489, -0.4655], [-2.0502, -0.7959, 0.4811], [-0.5972, -1.1310, 1.5259], [-0.0617, -0.7380, -1.4759], [-0.7809, -3.0655, -1.6974], [1.6114, -1.2223, 0.5497], [0.8237, -2.8623, 0.6886], [1.7118, -3.8628, -2.0319], [6.0005, -2.9802, -0.2028], [4.6118, -0.9492, -0.4385], [4.9971, 1.1786, 0.9481], [3.6861, 3.3085, 0.3227], [1.5796, 1.0626, -3.0216], [1.1957, -2.2627, 10.6338], [0.3418, -1.1649, 10.6998], [0.2353, -0.3001, 9.6200], [0.9919, -0.5229, 8.4732], [1.8665, -1.6106, 8.4164], [1.9571, -2.4855, 9.4957], [2.7153, -1.8334, 7.2212], [3.4749, -2.7813, 7.1662], [2.6286, -0.8725, 6.0919], [3.4598, -1.0349, 4.9871], [3.3776, -0.1505, 3.9210], [2.4579, 0.8953, 3.9492], [1.6321, 1.0636, 5.0505], [1.7220, 0.1860, 6.1287], [0.8572, 0.3971, 7.3182], [0.0579, 1.3119, 7.3440], [1.2708, -2.9422, 11.4748], [-0.2428, -0.9855, 11.5945], [-0.4345, 0.5499, 9.6743], [2.6242, -3.3382, 9.4514], [4.1755, -1.8497, 4.9590], [4.0287, -0.2744, 3.0644], [2.3894, 1.5815, 3.1120], [0.9210, 1.8813, 5.0714], [3.8174, -1.4781, -6.9190], [4.5097, -1.4151, -8.1258], [4.4087, -0.2862, -8.9272], [3.6056, 0.7794, -8.5301], [2.8943, 0.7046, -7.3332], [3.0112, -0.4205, -6.5252], [1.9956, 1.8095, -6.9167], [1.3783, 1.7428, -5.8665], [1.8559, 2.9896, -7.8023], [0.9737, 4.0096, -7.4552], [0.8460, 5.1244, -8.2714], [1.6057, 5.2297, -9.4334], [2.4822, 4.2136, -9.7866], [2.6031, 3.0870, -8.9782], [3.5173, 1.9906, -9.3840], [4.1783, 2.0788, -10.3994], [3.9036, -2.3564, -6.2890], [5.1298, -2.2467, -8.4400], [4.9530, -0.2389, -9.8631], [2.4699, -0.4748, -5.5895], [0.3821, 3.9346, -6.5503], [0.1550, 5.9147, -8.0020], [1.5103, 6.1043, -10.0663], [3.0678, 4.2981, -10.6944], [-8.7068, 2.7462, 2.2633], [-7.4531, 2.9751, 1.7029], [-6.6193, 1.9073, 1.4048], [-7.0308, 0.6053, 1.6768], [-8.2781, 0.3779, 2.2610], [-9.1188, 1.4511, 2.5426], [-8.7111, -1.0001, 2.6023], [-9.7979, -1.1996, 3.1072], [-7.7892, -2.1294, 2.3237], [-8.1556, -3.4216, 2.6896], [-7.3069, -4.4860, 2.4217], [-6.0919, -4.2654, 1.7786], [-5.7199, -2.9789, 1.4170], [-6.5626, -1.9061, 1.6969], [-6.1392, -0.5304, 1.3378], [-5.0739, -0.3362, 0.7787], [-9.3610, 3.5808, 2.4873], [-7.1278, 3.9882, 1.4968], [-5.6465, 2.0902, 0.9638], [-10.0933, 1.2783, 2.9837], [-9.1016, -3.5995, 3.1875], [-7.5921, -5.4906, 2.7121], [-5.4329, -5.0989, 1.5634], [-4.7710, -2.8115, 0.9208]],
  "atomic_forces_ev_per_a": [[-0.24, -0.93, -0.41], [0.03, -0.26, -0.22], [-0.61, 0.36, 1.14], [1.04, 0.23, -0.17], [-0.80, 0.28, -0.14], [0.25, 1.36, 0.26], [1.55, -1.86, 0.57], [-1.42, 0.74, 1.27], [0.05, -0.16, -1.21], [-0.64, 1.90, -1.28], [-1.45, 0.18, 1.20], [1.01, -0.58, 1.04], [0.76, 2.15, 1.36], [-0.40, 0.75, -0.06], [-1.96, 0.10, -2.29], [-0.12, -2.40, -0.98], [0.77, -1.06, 0.96], [1.67, -1.36, 0.20], [0.80, 0.00, -1.57], [-0.03, 0.73, 1.80], [-1.64, -0.84, -0.50], [1.32, -0.19, 1.56], [0.26, -0.18, -0.28], [0.06, 0.31, 0.60], [0.94, -0.15, -0.09], [-0.39, 0.52, -0.79], [-0.01, -0.81, 0.58], [-0.32, 0.34, 0.19], [-0.13, -0.88, -0.85], [0.34, 0.61, -0.73], [0.27, 0.54, 0.40], [-0.21, -0.20, -0.55], [-0.59, 1.06, -0.31], [-0.78, -0.01, -0.95], [-0.35, -0.77, -0.81], [0.88, 0.25, 0.91], [0.00, 0.06, -0.09], [0.06, -0.01, -0.11], [-0.09, -0.02, 0.19], [0.09, -0.15, 0.11], [-0.13, 0.08, 0.11], [-0.03, -0.07, 0.18], [0.36, -0.59, 0.19], [-0.07, 0.14, -0.12], [-0.05, 0.18, -0.18], [0.10, 0.05, -0.29], [-0.13, 0.07, 0.22], [-0.03, -0.03, 0.04], [0.06, 0.06, -0.21], [0.19, -0.06, -0.24], [-0.52, 0.49, 0.23], [0.13, -0.10, -0.11], [0.00, 0.04, -0.06], [0.03, -0.01, -0.06], [0.09, -0.04, -0.15], [0.00, 0.12, -0.13], [-0.09, 0.01, 0.22], [0.01, 0.15, 0.10], [-0.01, -0.04, 0.05], [0.02, -0.10, 0.16], [-0.02, 0.11, -0.06], [-0.05, 0.11, 0.02], [0.09, -0.20, 0.04], [0.00, -0.21, 0.14], [0.09, -0.07, -0.07], [0.12, -0.27, 0.06], [-0.35, 0.04, 0.54], [0.12, -0.03, -0.05], [-0.03, 0.13, -0.12], [-0.09, 0.19, -0.02], [0.07, -0.09, 0.00], [0.02, -0.10, 0.06], [-0.08, 0.17, -0.06], [-0.13, 0.12, 0.10], [0.35, 0.13, -0.63], [-0.08, -0.04, 0.15], [0.00, 0.05, -0.04], [-0.03, 0.06, 0.01], [-0.09, 0.15, 0.06], [-0.04, 0.14, -0.15], [0.12, -0.12, -0.04], [0.05, -0.05, -0.01], [0.01, -0.06, 0.04], [0.01, -0.16, 0.10], [0.05, -0.09, -0.01], [0.00, -0.11, 0.00], [-0.03, 0.21, 0.00], [-0.12, 0.12, 0.06], [0.10, 0.19, -0.07], [-0.05, 0.19, 0.02], [-0.64, -0.08, 0.28], [0.15, 0.01, -0.06], [0.19, -0.18, -0.04], [0.02, -0.22, 0.02], [0.01, 0.11, -0.03], [-0.04, 0.11, 0.01], [0.05, -0.21, 0.03], [-0.06, -0.16, 0.04], [0.51, 0.13, -0.27], [0.00, -0.02, 0.07], [0.04, -0.06, -0.01], [-0.02, -0.07, 0.00], [-0.07, -0.17, 0.01], [0.11, -0.14, -0.02], [0.04, 0.18, -0.07], [0.01, 0.07, -0.02], [-0.04, 0.05, 0.01], [-0.11, 0.14, 0.03]]
}



Record 2
{
  "formula": "C4H13NO2",
  "method": "the ωB97M-V functional and the def2-TZVPD basis",
  "e_homo_ha": -0.3335,
  "homo_lumo_gap_ev": 9.906,
  "lumo_energy_ev": 0.83,
  "smiles": "CCCNCO.O",
  "species": ["C", "C", "C", "N", "C", "O", "H", "H", "H", "H", "H", "H", "H", "H", "H", "H", "H", "O", "H", "H"],
  "xyz": [[2.4674, 0.2400, 0.6829], [1.3323, 0.1438, 1.7121], [-0.0279, 0.5604, 1.1056], [-0.5440, -0.3114, 0.0270], [-0.0819, -0.1500, -1.3269], [0.3043, -1.3671, -1.9454], [2.5399, 1.2567, 0.2917], [2.2828, -0.4469, -0.1414], [3.4269, -0.0333, 1.1208], [1.4822, 0.7241, 2.6225], [1.2372, -0.8990, 2.0355], [-0.7915, 0.4635, 1.8785], [-0.0036, 1.5953, 0.7661], [-0.4569, -1.2692, 0.3567], [-0.8622, 0.3360, -1.9288], [0.7838, 0.5247, -1.3350], [-0.0023, -1.3061, -2.8597], [-3.0627, 0.8863, 0.0108], [-3.8173, 0.3038, -0.1643], [-2.2712, 0.3022, -0.0614]],
  "atomic_forces_ev_per_a": [[-0.10, 0.08, 0.56], [-0.53, -0.25, -0.81], [0.12, -0.62, 0.08], [0.08, -0.57, 0.68], [0.61, 0.98, -0.51], [-0.38, 0.02, 0.15], [0.08, -0.03, -0.05], [0.03, 0.01, -0.05], [0.04, 0.05, 0.02], [0.28, 0.18, -0.10], [0.02, 0.02, 0.05], [0.04, 0.40, 0.12], [-0.07, 0.02, -0.06], [-0.06, -0.02, -0.47], [-0.04, -0.14, 0.05], [-0.12, 0.07, 0.01], [0.14, -0.24, 0.26], [-0.26, -0.43, -0.20], [0.28, 0.30, 0.08], [-0.15, 0.17, 0.19]]
}